A molecular structure, C37H38CaCl2O2P2. Source: OMol25; level of theory: the ωB97M-V functional and the def2-TZVPD basis.

Cartesian coordinates (Å):
Ca 2.909867 -0.428981 -1.949244
C -0.190367 1.011927 2.413431
C 1.033263 0.510364 2.583026
C 1.405234 -0.690253 3.419878
C 1.637394 -1.931707 2.538508
C 0.402824 -2.474781 1.920859
C -0.847551 -2.009061 2.042538
C -1.468100 -1.118596 3.054573
C -1.508449 0.389377 2.731308
C 1.093320 -1.445586 -3.129578
H -0.284748 2.005483 1.958078
H 1.880415 0.993743 2.067697
H 0.737138 -0.872705 4.264396
H 2.383460 -0.483138 3.868750
H 2.383558 -1.720731 1.743200
H 2.075509 -2.728270 3.152974
H 0.572033 -3.386735 1.317737
H -1.578746 -2.420814 1.334770
H -1.081420 -1.341051 4.053176
H -2.521570 -1.422968 3.086351
H -2.166012 0.565782 1.860134
H -2.011323 0.892596 3.588021
H 0.291078 -0.687231 -3.246338
H 0.866195 -2.018564 -2.203402
H 1.095600 -2.135539 -3.972158
P 8.561681 -2.291985 -0.830012
P 7.510640 -5.163391 -1.755422
C 8.536766 -3.703537 0.340661
C 8.223881 -4.953010 -0.089951
C 10.308663 -1.730282 -0.469879
C 11.021522 -2.024881 0.711261
C 12.340933 -1.572845 0.878606
C 12.971519 -0.838606 -0.118238
C 12.292308 -0.574070 -1.314213
C 10.983931 -1.035165 -1.501905
C 7.490205 -1.152540 0.109076
C 6.112774 -1.433054 0.102627
C 5.227989 -0.612961 0.800103
C 5.725370 0.493999 1.518675
C 7.102016 0.785712 1.506236
C 7.986135 -0.035811 0.784276
C 8.536951 -6.713769 -2.120169
C 9.936260 -6.576922 -2.211462
C 10.755253 -7.692477 -2.380255
C 10.202097 -8.973895 -2.448301
C 8.823654 -9.130407 -2.355269
C 7.980894 -8.011227 -2.192558
C 5.925965 -5.946570 -1.297264
C 4.985979 -6.069028 -2.345476
C 3.770774 -6.706627 -2.123181
C 3.468361 -7.212041 -0.845814
C 4.385569 -7.061427 0.202093
C 5.608861 -6.416305 -0.021336
H 8.784063 -3.493081 1.384298
H 8.400965 -5.852012 0.513510
H 10.565601 -2.611149 1.518777
H 12.859859 -1.799634 1.811183
H 13.975101 -0.465313 0.033289
H 12.775648 -0.004372 -2.090358
H 10.472502 -0.851101 -2.447973
H 5.748436 -2.299632 -0.442903
H 4.157052 -0.849135 0.824167
H 5.029711 1.126526 2.077888
H 7.483292 1.649700 2.053141
H 9.044957 0.199600 0.768520
H 10.382674 -5.569758 -2.117670
H 11.834337 -7.562326 -2.454603
H 10.837092 -9.833211 -2.589757
H 8.374764 -10.116311 -2.405503
H 6.904322 -8.161720 -2.099252
H 5.224733 -5.657678 -3.323304
H 3.050599 -6.800636 -2.933800
H 2.505489 -7.690277 -0.663318
H 4.147602 -7.429965 1.204118
H 6.308308 -6.281363 0.800262
Cl -0.387061 3.083945 -0.529319
C -0.762470 1.601491 -1.490453
Cl -1.604716 1.971582 -3.001361
C 0.650994 1.033778 -1.661981
O 1.068786 0.255825 -0.708703
O 1.355776 1.283031 -2.715839
H -1.398053 0.943511 -0.861227

Force components x, y, z for each atom (eV/Å):
-1.482 0.601 -0.526
0.383 0.717 -0.101
-0.192 0.235 0.255
0.991 -0.064 -0.623
-0.051 -0.274 0.874
-0.570 -0.277 -0.471
0.312 -1.152 -0.933
-0.852 0.526 0.182
-0.171 -0.156 0.779
0.298 -0.533 0.439
0.187 -0.562 -0.206
-0.450 0.026 0.448
0.089 -0.030 -0.387
-0.090 0.179 0.095
-0.398 0.028 0.352
0.209 0.054 -0.022
-0.216 0.823 -0.182
0.265 -0.189 0.339
-0.051 0.305 -0.210
0.105 -0.019 0.175
0.198 -0.156 0.274
0.277 -0.088 -0.489
0.602 -0.649 -0.160
-0.308 -0.151 -0.409
-0.110 -0.097 -0.006
0.734 -0.194 0.095
0.835 -1.215 -0.172
-0.589 -1.127 -0.361
0.445 1.421 0.369
0.292 0.092 -0.094
0.112 0.268 -0.200
-0.479 -0.237 0.086
-0.540 0.013 -0.314
-0.352 -0.343 0.471
-0.005 -0.076 0.630
0.213 0.285 0.153
0.121 0.455 0.185
0.349 0.306 0.166
0.222 -0.052 -0.196
-0.508 -0.377 -0.283
-0.885 0.229 0.374
-0.314 -0.479 0.134
-0.240 0.290 0.041
-0.113 0.056 0.027
-0.306 0.513 -0.042
-0.395 0.666 0.040
0.763 0.180 -0.041
-0.483 0.030 -0.343
0.178 -0.148 0.662
-0.055 -0.127 0.446
0.308 0.251 -0.087
-0.063 0.160 -0.206
-0.404 -0.217 -0.204
0.143 -0.304 -0.228
-0.225 0.435 0.054
0.222 0.383 -0.413
-0.097 0.065 -0.274
0.033 -0.032 -0.037
0.085 0.035 -0.161
0.098 -0.009 0.250
0.027 -0.052 0.059
0.356 0.108 0.123
0.291 -0.209 -0.188
-0.146 -0.255 -0.154
-0.083 -0.101 -0.002
-0.215 -0.631 -0.129
-0.237 -0.019 0.032
0.101 -0.113 0.025
0.078 0.035 0.003
0.306 0.069 -0.057
-0.036 -0.089 0.089
0.123 0.007 0.186
0.284 0.084 -0.068
0.041 0.111 -0.380
-0.190 -0.112 -0.147
-0.513 0.113 -0.190
0.244 -0.060 0.483
0.258 -0.091 0.410
2.271 -1.368 -1.152
-0.405 1.507 -1.355
-1.192 0.285 2.913
0.560 0.489 -0.513

- HOMO energy: -7.00 eV

---

A molecular structure, C37H38Cl3O5P3RuS2. Source: OMol25; level of theory: the ωB97M-V functional and the def2-TZVPD basis.

Cartesian coordinates (Å):
Ru 0.018253 -0.891879 -0.388565
C -0.428752 1.039463 3.017868
C 0.912606 1.003374 2.269718
P 1.338832 -0.656639 1.612638
C 3.112551 -0.570276 1.232745
C 3.803101 -1.774938 1.097622
C 5.133537 -1.781489 0.717163
C 5.787234 -0.581376 0.458414
C 5.106319 0.617725 0.589797
C 3.772095 0.625426 0.977992
C 1.397650 -1.649215 3.164141
C 2.370432 -1.354722 4.122000
C 2.425167 -2.049407 5.318666
C 1.508634 -3.060206 5.581379
C 0.540661 -3.370133 4.639467
C 0.492609 -2.665454 3.443456
C -1.536744 0.131039 2.467505
P -1.678909 0.099339 0.632897
C -2.189348 1.803555 0.256225
C -3.032549 2.472303 1.064547
C -3.172092 3.913931 1.010319
C -2.396721 4.647847 0.201084
C -1.505182 4.025730 -0.781989
C -1.440685 2.520363 -0.799383
C -3.050993 -1.124818 0.559377
C -2.539950 -2.534671 0.301086
C -3.231883 -3.664786 0.925312
C -4.401037 -3.454486 1.544310
C -4.949019 -2.122862 1.725643
C -4.291159 -1.020371 1.336555
H -0.788847 2.070594 3.017893
H -0.258825 0.765113 4.061315
H 1.713225 1.355960 2.924667
H 0.886384 1.652665 1.391056
H 3.292918 -2.714830 1.283638
H 5.659097 -2.721807 0.611579
H 6.823232 -0.584832 0.145413
H 5.605764 1.554006 0.376677
H 3.244812 1.569911 1.041076
H 3.102963 -0.582236 3.918135
H 3.188343 -1.806415 6.046655
H 1.552626 -3.605600 6.514936
H -0.176378 -4.157746 4.830689
H -0.289425 -2.924084 2.736271
H -2.493554 0.395454 2.922012
H -1.345239 -0.906838 2.752955
H -3.557478 1.957873 1.860702
H -3.847777 4.394799 1.705294
H -2.416086 5.729416 0.255316
H -0.604265 4.565012 -1.046685
H -0.500198 2.072432 -1.099908
H -0.725432 -3.034564 0.823461
H -2.775164 -4.644216 0.860061
H -4.936776 -4.290827 1.974058
H -5.883870 -2.026217 2.262642
H -4.663576 -0.037674 1.596703
Cl 5.907264 0.788659 -4.145199
C 4.477533 0.784530 -3.153864
C 3.859189 -0.414712 -2.848879
C 2.733162 -0.387269 -2.052197
Cl 1.937905 -1.898900 -1.664904
C 2.170443 0.783641 -1.521909
O 1.140879 0.817541 -0.727873
C 2.844884 1.966281 -1.876651
Cl 2.230257 3.461846 -1.237945
C 3.971862 1.981650 -2.672910
H 4.245340 -1.351586 -3.224939
H 4.453820 2.919085 -2.911567
C -4.382856 0.920315 -3.573836
C -3.518223 -0.292658 -3.315809
O -2.425783 0.081074 -2.465410
P -0.982777 -0.699917 -2.465981
S -1.103778 -2.377160 -3.490733
S -2.329175 3.237487 -2.206119
O -0.055107 0.405720 -3.209396
C -0.258933 0.756257 -4.577899
C 0.856599 1.697207 -4.971252
H -5.224071 0.639734 -4.210653
H -3.816367 1.701914 -4.082834
H -4.773005 1.334713 -2.643832
H -3.131207 -0.708676 -4.245650
H -4.088516 -1.080713 -2.820040
H -1.234099 1.244926 -4.677437
H -0.259953 -0.151832 -5.185706
H 0.837984 2.589480 -4.343044
H 0.746087 2.002337 -6.013216
H 1.826439 1.210431 -4.851339
O -1.167742 -2.746069 0.016673
O -3.169188 -1.833050 -0.692251

Force components x, y, z for each atom (eV/Å):
0.202 0.126 -0.046
-0.028 0.009 0.007
0.035 -0.046 -0.025
-0.133 -0.186 0.140
-0.007 -0.024 0.039
0.046 0.005 -0.008
0.012 0.024 -0.016
-0.018 -0.021 -0.006
0.007 0.017 0.023
0.061 0.036 0.007
0.071 0.096 0.035
-0.012 -0.001 0.020
0.000 -0.002 0.006
-0.024 -0.012 -0.026
0.050 0.017 0.038
-0.097 -0.058 -0.063
0.041 -0.005 -0.033
0.014 0.108 0.194
0.021 -0.015 -0.037
0.011 0.034 0.002
-0.006 -0.013 0.010
0.010 0.001 -0.012
-0.004 0.007 0.017
-0.005 -0.019 -0.032
0.053 -0.092 -0.109
-0.005 -0.028 0.005
0.007 0.021 0.024
0.008 0.001 -0.003
0.005 0.016 0.000
-0.013 -0.009 0.036
0.025 0.006 0.021
-0.044 -0.023 0.011
-0.041 0.026 0.005
0.020 -0.017 -0.004
0.017 0.029 0.000
0.005 0.003 -0.003
0.004 0.000 0.002
0.004 0.005 -0.002
-0.003 -0.024 0.031
-0.002 0.001 0.010
0.000 0.000 0.003
0.002 -0.001 0.000
-0.002 -0.002 0.001
0.027 0.047 -0.037
0.006 0.033 0.021
-0.024 -0.011 -0.016
-0.014 -0.003 -0.004
-0.001 -0.001 0.001
0.003 0.001 0.000
-0.007 -0.003 -0.004
-0.028 0.023 0.019
-0.030 -0.202 0.046
-0.006 -0.005 0.001
0.002 0.002 0.000
0.001 -0.003 0.001
0.002 0.010 -0.005
-0.003 0.001 0.001
-0.006 0.013 0.010
-0.029 0.004 0.028
-0.011 0.025 0.018
0.001 -0.011 -0.032
0.029 -0.037 -0.099
-0.072 -0.065 0.042
0.008 -0.007 -0.028
0.012 -0.009 -0.009
0.008 -0.014 0.017
-0.002 -0.003 0.000
-0.001 0.001 -0.003
0.028 -0.004 0.004
-0.025 -0.047 -0.024
0.083 0.048 0.036
-0.270 -0.065 -0.307
0.005 0.044 0.019
0.000 0.024 0.010
0.008 -0.057 0.030
-0.010 0.037 -0.018
-0.006 0.008 -0.022
-0.002 -0.013 0.013
-0.020 -0.017 -0.016
0.006 0.011 0.010
-0.007 0.007 -0.011
0.021 -0.012 -0.009
0.008 -0.005 -0.001
0.008 -0.005 0.002
-0.002 0.001 -0.001
0.005 0.000 0.000
-0.009 -0.003 -0.002
0.034 0.316 0.028
-0.010 -0.042 0.030

- Energy relative to the best compared isomer or geometry (same formula, charge and spin): 0.0000 eV
- HOMO energy: -7.13 eV

---

A molecular structure, C37H38ClN2PScSe. Source: OMol25; level of theory: the ωB97M-V functional and the def2-TZVPD basis.

Cartesian coordinates (Å):
Sc 0.421981 -0.519420 1.290830
Cl 3.062093 -0.217695 1.289148
C 3.760590 -0.511544 -0.283818
C 5.066878 -0.117795 -0.526310
C 5.618893 -0.326989 -1.781026
C 4.875321 -0.932652 -2.783125
C 3.576236 -1.327826 -2.529992
C 2.996246 -1.120340 -1.277833
P 1.268577 -1.666714 -0.962184
C 1.532187 -3.476065 -1.056794
C 1.838666 -4.094765 0.156353
C 2.129744 -5.446279 0.193691
C 2.111466 -6.187909 -0.978112
C 1.794528 -5.578188 -2.180880
C 1.513726 -4.223935 -2.230059
C 0.448578 -1.122987 -2.487538
C 0.778652 0.125638 -3.015286
C 0.119349 0.599915 -4.131486
C -0.892587 -0.150734 -4.710434
C -1.257436 -1.368610 -4.158177
C -0.594576 -1.854903 -3.046254
H 5.653273 0.353035 0.248794
H 6.632049 -0.013324 -1.980387
H 5.307102 -1.089323 -3.759749
H 2.986376 -1.782517 -3.311654
H 1.841920 -3.515278 1.079212
H 2.366008 -5.919866 1.133190
H 2.353089 -7.240878 -0.953618
H 1.768392 -6.159535 -3.090461
H 1.267330 -3.762784 -3.176656
H 1.555681 0.720353 -2.550542
H 0.396024 1.558527 -4.546211
H -1.401823 0.220094 -5.587521
H -2.064350 -1.938211 -4.592160
H -0.886118 -2.802243 -2.612553
C -3.435592 -3.116141 -0.269858
C -3.414381 -1.624890 -0.097057
C -4.534445 -0.853308 -0.389684
C -4.514458 0.516197 -0.179463
C -5.729068 1.351174 -0.455489
C -3.367473 1.131310 0.303768
C -2.205249 0.401722 0.602895
C -2.284026 -0.996549 0.387769
N -0.973482 0.860132 1.012339
C -0.630205 2.152624 1.623216
C -0.130590 1.837178 3.059460
C 0.471347 3.078667 3.716105
C -0.609716 4.154335 3.814111
C -1.096185 4.496670 2.408506
C 0.071038 5.028555 1.576167
C 1.146392 3.947429 1.472632
C 1.642042 3.582017 2.871768
C 0.545303 2.717165 0.795698
C -1.691926 3.255532 1.731435
H -4.327431 -3.431756 -0.804273
H -3.432375 -3.601909 0.705978
H -2.555995 -3.456354 -0.817391
H -5.426346 -1.325057 -0.772908
H -6.495628 0.776661 -0.967740
H -5.473917 2.218617 -1.059134
H -6.144892 1.720400 0.480131
H -3.400490 2.197322 0.416862
H -1.404318 -1.622393 0.656551
H 0.641777 1.021819 3.019741
H -0.978770 1.477791 3.650956
H 0.824427 2.822596 4.719583
H -0.207145 5.047851 4.293101
H -1.441917 3.793022 4.422075
H -1.875474 5.263331 2.468404
H 0.485836 5.922287 2.044894
H -0.276275 5.303878 0.577723
H 1.982110 4.316851 0.869198
H 2.080421 4.461966 3.342510
H 2.417968 2.811361 2.809673
H 1.316540 1.931424 0.677691
H 0.177278 2.975096 -0.201820
H -2.018076 3.549794 0.733931
H -2.549743 2.901990 2.304998
Se 0.022701 -3.683985 4.924923
C 0.310429 -2.588717 3.658083
N 0.545916 -1.831958 2.771542

Force components x, y, z for each atom (eV/Å):
-0.161 0.524 -0.143
0.290 0.137 0.544
0.026 -0.234 -1.166
0.078 0.119 0.271
-0.134 -0.062 0.048
-0.010 0.005 0.050
-0.006 0.065 0.219
-0.171 0.240 0.360
0.754 -0.568 -1.106
-0.331 0.220 0.419
-0.126 0.192 0.099
0.064 -0.066 -0.058
0.047 -0.002 0.093
0.051 -0.036 -0.098
-0.097 0.190 -0.014
-0.188 0.088 0.261
0.057 -0.114 0.166
-0.021 0.102 -0.061
-0.018 -0.009 -0.008
-0.077 0.055 -0.110
0.073 -0.030 0.178
-0.016 0.033 0.084
0.078 0.036 0.064
0.029 -0.021 -0.065
-0.035 -0.073 -0.068
-0.010 -0.119 -0.110
0.031 -0.044 0.108
-0.051 -0.052 0.006
0.016 -0.036 -0.068
0.015 0.023 -0.032
0.029 0.027 -0.077
-0.017 0.044 -0.037
-0.052 0.016 -0.046
-0.066 -0.069 -0.051
-0.034 -0.044 -0.017
0.027 0.072 0.062
0.068 -0.180 -0.034
0.144 0.027 0.079
0.006 -0.207 -0.026
0.036 -0.006 0.037
0.482 -0.029 0.099
-1.086 -0.575 -0.568
0.381 0.511 0.239
0.244 0.302 0.332
0.359 0.021 -0.007
-0.087 0.192 -0.349
0.302 -0.183 0.236
-0.036 -0.093 -0.142
-0.100 0.149 0.009
-0.041 -0.102 0.011
0.261 0.045 -0.155
-0.086 0.007 -0.042
-0.088 0.094 0.278
0.104 -0.022 0.023
-0.016 -0.063 -0.042
0.001 -0.099 0.005
0.009 -0.088 -0.017
-0.098 -0.093 -0.038
-0.061 0.002 -0.041
-0.013 0.081 -0.100
-0.099 0.032 0.073
0.054 0.126 0.028
-0.521 -0.188 -0.185
-0.147 0.304 0.264
0.143 -0.251 -0.080
-0.012 -0.007 -0.047
0.022 0.009 0.080
-0.021 0.025 0.065
0.036 -0.079 -0.008
0.016 0.063 -0.018
-0.003 0.065 -0.030
-0.034 -0.013 0.045
0.110 0.018 0.051
0.053 0.028 0.025
-0.044 0.197 -0.044
0.037 -0.160 -0.037
-0.098 -0.071 -0.041
-0.071 -0.030 -0.050
-0.160 -0.492 0.545
0.136 0.070 -0.058
-0.131 0.053 -0.061

- Net charge: +1
- HOMO energy: -10.01 eV

---

The highest HOMO energy belongs to which entry? C37H38CaCl2O2P2